Computed, not measured: a 20-piece molecular cluster, C120H166Cl9N19 overall in a non-equilibrium geometry, with ωB97M-V/def2-TZVPD.

Summary:
Multiplicity: 1
Net charge: +10
Electronic energy (Eh): -9850.25464

The geometry in XYZ format:
```
314
Properties=species:S:1:pos:R:3:forces:R:3
C -16.681 -30.084 -7.502 0.5058 0.7315 -0.5341
N -16.506 -31.258 -6.626 0.7567 0.0505 0.1361
C -17.551 -31.956 -6.133 0.4664 1.1815 -1.4704
C -17.309 -33.072 -5.402 -2.3070 -0.9162 0.5364
C -16.066 -33.432 -4.975 1.4386 0.5477 -0.7201
C -14.974 -32.708 -5.495 0.2634 1.0747 -0.1587
C -15.232 -31.608 -6.355 0.2410 -1.1508 1.1206
C -15.931 -34.548 -4.034 -0.5920 -1.6172 -0.5982
C -15.114 -34.488 -2.953 1.9154 0.2088 1.5331
C -14.945 -35.552 -2.089 -1.0410 -0.7371 0.4333
N -15.623 -36.698 -2.314 1.2512 0.1383 0.3455
C -16.396 -36.827 -3.388 -0.4282 0.1771 -0.6335
C -16.600 -35.784 -4.242 0.0081 1.4299 -0.7807
C -15.353 -37.875 -1.482 0.6639 -0.6958 0.8710
H -16.347 -30.309 -8.526 -0.3306 -0.2100 0.2329
H -15.987 -29.277 -7.172 -0.8410 -0.4951 0.0672
H -17.724 -29.773 -7.491 0.1574 0.2049 0.1194
H -18.525 -31.573 -6.426 0.0151 -0.1532 0.2023
H -18.193 -33.672 -5.137 0.4743 0.3959 0.1308
H -13.925 -32.915 -5.206 -0.8323 0.0302 -0.3197
H -14.441 -30.967 -6.787 -0.5713 -0.6160 0.3263
H -14.431 -33.684 -2.720 -0.3686 0.5641 -0.2231
H -14.376 -35.531 -1.152 0.0428 0.1320 -0.6383
H -16.823 -37.782 -3.602 -0.1601 -0.5067 0.2010
H -17.215 -35.899 -5.139 0.1662 -0.1932 0.4450
H -15.326 -38.778 -2.070 0.1292 -0.0835 -0.5804
H -16.137 -38.045 -0.767 -0.4234 0.3335 0.4273
H -14.387 -37.806 -0.949 -0.5595 0.2780 -0.3884
C -20.623 -35.507 -13.240 0.1688 -1.3141 0.1831
N -21.752 -34.722 -12.754 0.5241 0.5234 -0.8624
C -22.241 -34.917 -11.527 -1.7697 0.1553 -0.3619
C -23.377 -34.183 -11.176 0.7783 0.8176 -0.5021
C -23.873 -33.219 -12.093 -1.9646 -1.2887 1.6645
C -23.354 -33.119 -13.369 0.3569 0.4198 0.8705
C -22.213 -33.805 -13.632 -0.0635 -0.6031 0.0789
C -25.128 -32.431 -11.732 0.8696 1.1697 0.1429
C -25.091 -31.037 -11.923 0.2953 -0.7339 -0.6430
C -26.144 -30.225 -11.551 -0.1762 -2.9648 0.6680
N -27.208 -30.819 -10.966 0.1293 -0.0131 0.0809
C -27.270 -32.160 -10.718 -0.1649 1.4125 -0.6709
C -26.248 -32.986 -11.105 0.9508 0.5648 0.0544
C -28.340 -29.970 -10.513 0.3778 0.5264 -0.3219
H -20.105 -35.764 -12.338 0.4662 -0.6332 0.2243
H -19.943 -34.899 -13.828 -0.1817 0.1078 -0.4638
H -20.967 -36.438 -13.773 0.3260 1.0951 0.4579
H -21.857 -35.736 -10.927 0.2182 0.4041 0.0077
H -23.754 -34.306 -10.166 -0.1042 0.1591 -0.1962
H -23.818 -32.456 -14.054 -0.0418 0.4584 -0.7110
H -21.631 -33.720 -14.529 0.0496 0.0238 -0.4238
H -24.223 -30.585 -12.411 -0.3102 -0.0679 0.2752
H -26.160 -29.199 -11.727 -0.2433 1.8366 -0.2015
H -28.235 -32.410 -10.313 0.1481 -0.7131 0.3324
H -26.188 -34.011 -10.841 -0.5760 -0.8517 0.0658
H -29.279 -30.441 -10.727 -0.3545 -0.4024 -0.3599
H -28.273 -29.027 -11.075 -0.0226 -0.1964 0.3855
H -28.308 -29.827 -9.434 0.3864 0.1167 -0.0672
C -25.046 -40.780 -5.168 -0.5491 -0.1033 0.8751
N -24.787 -39.330 -5.161 -0.0234 0.3851 0.0229
C -25.642 -38.527 -4.510 -0.6797 -1.6527 0.3093
C -25.512 -37.193 -4.488 0.2724 1.7234 -0.1401
C -24.390 -36.611 -5.126 0.3576 0.7670 0.1129
C -23.402 -37.438 -5.643 -1.0884 -1.7711 -1.3834
C -23.697 -38.836 -5.734 0.8430 1.5357 1.0836
C -24.190 -35.109 -5.264 -0.9904 -0.6917 1.3770
C -24.547 -34.275 -4.179 0.8603 -0.1657 -0.6268
C -24.394 -32.906 -4.309 -0.4811 -0.6561 1.4268
N -24.090 -32.379 -5.482 0.5222 -0.4686 -0.7907
C -23.711 -33.182 -6.526 0.3499 1.3597 -0.0998
C -23.683 -34.544 -6.425 -0.3380 0.0422 0.7152
C -24.024 -30.905 -5.520 1.8417 -0.8746 -1.1376
H -25.872 -40.961 -4.475 0.1304 0.0041 -0.0987
H -24.171 -41.240 -4.709 -0.0512 -0.4538 -0.6963
H -25.408 -41.102 -6.146 0.6776 -0.1419 0.0123
H -26.413 -39.087 -3.994 -0.2542 0.4645 -0.0705
H -26.319 -36.639 -4.003 0.4905 0.1219 -0.1792
H -22.571 -37.024 -6.219 0.0030 -0.2660 0.4997
H -23.021 -39.609 -6.039 0.4271 0.0806 -0.7446
H -24.747 -34.683 -3.203 -0.3223 -0.0969 0.0558
H -24.478 -32.207 -3.448 -0.1924 -0.7341 -0.8166
H -23.363 -32.709 -7.448 -0.2284 0.2765 0.3863
H -23.204 -35.086 -7.221 -0.1071 -0.2147 -0.3350
H -24.352 -30.555 -4.572 -0.0445 0.5590 0.5183
H -24.584 -30.584 -6.356 -0.9447 0.5288 -0.7192
H -22.982 -30.674 -5.808 -0.4417 0.3172 0.6274
C -24.664 -20.868 -14.263 -0.5176 -0.4588 -0.3009
N -24.071 -22.082 -13.669 -0.0584 -0.4035 0.5688
C -23.294 -21.930 -12.581 1.6425 0.6945 -0.0949
C -22.634 -23.024 -12.044 0.1515 -0.3410 0.8157
C -22.896 -24.336 -12.474 -0.0812 0.5658 -1.2107
C -23.708 -24.448 -13.606 -0.3822 0.4790 0.7051
C -24.304 -23.315 -14.155 1.3778 -0.1156 0.7317
C -22.323 -25.560 -11.845 -1.0552 -0.4980 1.4553
C -21.069 -25.611 -11.247 0.0803 -0.2146 -0.0412
C -20.621 -26.758 -10.603 0.1819 -0.6772 0.0168
N -21.455 -27.795 -10.361 -1.3943 0.1324 -0.9146
C -22.747 -27.736 -10.791 0.0589 0.1423 -0.5299
C -23.188 -26.637 -11.579 0.1053 -1.6622 0.6991
C -20.953 -29.047 -9.729 2.0748 0.9028 -0.1069
H -25.460 -20.522 -13.599 0.1656 0.1251 -0.1320
H -25.108 -21.163 -15.221 0.2143 0.3405 0.2005
H -23.886 -20.114 -14.386 -0.1883 -0.0780 -0.0720
H -23.031 -20.862 -12.328 -0.5506 -1.4523 -0.0018
H -21.896 -22.919 -11.246 -0.3947 0.3720 -0.1090
H -23.897 -25.408 -14.042 -0.1654 -0.2978 -0.4646
H -24.829 -23.358 -15.061 -0.8512 -0.1742 -1.0157
H -20.439 -24.755 -11.335 0.7654 0.1392 -0.0645
H -19.583 -27.007 -10.342 -0.2379 0.7239 0.0944
H -23.382 -28.635 -10.531 0.6267 1.2148 -0.2199
H -24.228 -26.751 -11.912 0.2300 0.5221 -0.1332
H -21.737 -29.771 -9.578 -0.3695 -0.0539 -0.0063
H -20.472 -28.738 -8.780 -0.3969 -0.4150 -0.2289
H -20.113 -29.405 -10.386 -0.8862 0.1057 0.5602
C -19.572 -20.930 -11.681 -0.9345 0.0579 0.4089
N -18.162 -20.985 -11.381 1.8684 -1.3022 0.7688
C -17.473 -22.164 -11.456 -1.6046 0.9194 -0.0940
C -16.154 -22.277 -11.057 -0.7838 -0.2537 -0.7568
C -15.500 -21.191 -10.567 -0.1012 1.6756 0.1477
C -16.220 -19.944 -10.482 -0.0249 -0.3950 0.0849
C -17.541 -19.900 -10.863 0.7743 -0.6412 -0.3072
C -14.070 -21.306 -10.213 0.1739 -0.9068 0.3092
C -13.497 -22.604 -10.154 1.4351 1.3154 -0.1218
C -12.140 -22.715 -9.947 0.5517 1.0082 0.9792
N -11.357 -21.612 -9.665 -1.4240 -0.5562 -0.5947
C -11.923 -20.403 -9.662 0.3132 0.6480 0.4108
C -13.273 -20.208 -9.923 -0.1504 -0.1947 -0.4731
C -9.903 -21.711 -9.464 0.6356 0.9575 0.5118
H -20.194 -20.661 -10.799 0.7547 -0.0266 -0.3698
H -19.891 -21.893 -12.012 -0.0334 -0.7622 -0.2706
H -19.747 -20.244 -12.486 -0.0552 0.5557 -0.3374
H -18.014 -22.974 -11.922 -0.0348 -0.1973 -0.0660
H -15.738 -23.259 -11.232 0.1653 0.1821 0.2414
H -15.787 -19.001 -10.127 -0.0883 -0.6177 -0.1137
H -18.148 -19.030 -10.871 -0.1780 0.8317 0.2872
H -14.034 -23.501 -10.337 -0.4099 -0.4712 0.0271
H -11.599 -23.634 -9.848 -0.0339 -0.4628 -0.2718
H -11.218 -19.613 -9.396 -0.5397 0.0788 -0.2735
H -13.729 -19.223 -10.005 0.6219 -0.0977 0.2835
H -9.640 -22.443 -8.722 -0.2350 -0.3941 0.3665
H -9.516 -20.726 -9.106 -0.3692 -0.8549 -0.4381
H -9.420 -21.983 -10.385 0.1067 0.0209 -0.4741
C -15.567 -20.460 0.164 0.4163 -0.5372 -1.2189
N -16.262 -21.265 -0.918 0.8814 0.1730 0.8156
C -16.303 -20.778 -2.169 0.4778 2.4229 0.9954
C -16.978 -21.381 -3.160 0.1339 -1.8311 0.2564
C -17.508 -22.661 -2.891 -0.5306 0.7972 -0.3418
C -17.446 -23.164 -1.606 0.3588 -0.2070 0.6737
C -16.786 -22.456 -0.614 -0.4836 0.5451 -1.3539
C -18.185 -23.400 -3.972 0.6406 -1.2122 0.1717
C -17.843 -24.750 -4.190 -0.9102 1.0753 -0.5524
C -18.477 -25.365 -5.254 0.2680 -0.4524 0.9821
N -19.353 -24.710 -6.021 -0.0506 -0.1337 -1.2943
C -19.675 -23.413 -5.878 0.9372 -1.2050 1.6324
C -19.116 -22.787 -4.782 -0.5108 1.2558 -0.5998
C -19.911 -25.509 -7.132 -0.9553 0.1478 -0.1545
H -15.756 -19.423 -0.066 -0.0903 0.2902 0.2264
H -14.476 -20.652 0.108 -0.7111 -0.0268 0.1937
H -16.016 -20.768 1.086 0.0653 0.0865 0.5771
H -15.877 -19.757 -2.317 -0.1752 -1.0723 0.2756
H -16.917 -20.916 -4.109 -0.4031 0.0846 -0.8913
H -17.900 -24.093 -1.282 -0.0424 -0.0515 -0.4054
H -16.736 -22.796 0.389 0.1536 -0.1460 0.7595
H -17.154 -25.278 -3.551 0.0736 -0.0867 -0.0683
H -18.392 -26.440 -5.436 0.0268 0.1564 -0.2562
H -20.412 -22.980 -6.515 -0.1373 0.1141 -0.4442
H -19.433 -21.767 -4.589 0.1722 -0.0244 0.0638
H -20.745 -24.931 -7.557 0.3487 -0.2591 0.0890
H -20.267 -26.448 -6.675 0.2560 0.2263 -0.5034
H -19.151 -25.646 -7.916 -0.2329 -0.0145 0.4805
C -16.510 -25.917 -12.854 0.2499 -0.5674 -0.5107
N -16.632 -26.731 -14.114 1.1412 -0.9627 0.7866
C -17.185 -27.964 -14.074 0.3458 -0.1832 -1.5315
C -17.025 -28.852 -15.156 -0.9699 0.3464 2.2038
C -16.379 -28.425 -16.287 0.3992 -0.0875 -1.3902
C -15.824 -27.157 -16.336 -0.0148 0.2481 1.7187
C -15.888 -26.406 -15.167 0.3931 0.6380 -1.3014
C -16.239 -29.320 -17.451 0.6280 -1.3158 -1.8936
C -15.612 -28.961 -18.727 -0.6640 -0.0257 1.7667
C -15.622 -29.854 -19.756 -0.3231 -0.6077 -0.2864
N -16.215 -31.097 -19.596 0.8835 1.2839 -2.8371
C -16.720 -31.458 -18.471 -0.8617 -1.2304 1.6943
C -16.719 -30.626 -17.362 -0.1506 1.0343 -0.3338
C -16.327 -31.970 -20.830 0.8241 -0.0522 0.1506
H -17.510 -25.633 -12.620 -0.5497 0.6339 0.2831
H -15.837 -25.079 -13.035 -0.3595 0.0013 -0.2497
H -16.121 -26.528 -12.053 0.1216 -0.5379 0.0538
H -17.681 -28.240 -13.179 -0.3271 -0.1705 0.8753
H -17.413 -29.874 -14.997 0.1853 0.8384 -0.3011
H -15.211 -26.807 -17.144 0.0494 0.1097 -0.1696
H -15.279 -25.521 -15.077 -0.2183 0.2824 0.0213
H -15.152 -27.983 -18.871 -0.1546 -0.3610 -0.0996
H -15.226 -29.637 -20.760 -0.1476 -0.1462 0.6802
H -17.171 -32.452 -18.441 0.0855 0.2928 0.2220
H -17.244 -30.992 -16.505 -0.0483 -0.3764 0.3459
H -15.302 -32.386 -20.980 -0.8988 0.2289 -0.1642
H -16.612 -31.302 -21.665 0.1218 -0.6243 0.4360
H -17.052 -32.800 -20.679 0.5072 0.8295 0.0195
C -29.285 -31.780 -23.458 -0.4567 -0.7826 0.2147
N -28.967 -30.855 -22.344 0.6029 0.3634 0.2161
C -27.800 -30.924 -21.687 1.1683 -0.5548 0.0279
C -27.438 -30.060 -20.660 -0.4889 -0.4566 -0.8989
C -28.359 -29.096 -20.275 0.2206 1.2203 0.5292
C -29.501 -28.939 -21.015 0.0307 -1.0917 -1.6227
C -29.749 -29.843 -22.057 -2.3618 0.9745 0.8367
C -28.063 -28.118 -19.187 0.9476 0.5282 0.7427
C -28.194 -26.739 -19.359 -0.5325 0.5114 -0.7765
C -27.933 -25.884 -18.308 1.2077 -1.9243 0.1530
N -27.347 -26.349 -17.195 -0.6758 0.1365 1.0980
C -27.143 -27.674 -16.964 0.1286 1.4045 0.1101
C -27.519 -28.528 -17.940 -0.6153 -1.3562 -1.3093
C -26.985 -25.376 -16.142 0.3014 -0.0184 -0.1167
H -29.339 -32.812 -23.061 -0.0060 0.5782 -0.1832
H -28.500 -31.723 -24.201 0.0389 0.1031 -0.1190
H -30.258 -31.500 -23.886 0.4673 -0.0927 0.1545
H -27.166 -31.701 -22.089 0.3819 0.0243 0.3106
H -26.433 -30.002 -20.280 0.1137 -0.5795 0.1829
H -30.167 -28.113 -20.962 -0.5348 0.4071 0.5797
H -30.727 -29.816 -22.545 0.4929 0.1699 -0.2262
H -28.459 -26.198 -20.291 -0.1503 -0.9614 0.5009
H -28.062 -24.846 -18.389 -0.1609 1.1884 -0.0083
H -26.692 -27.976 -16.007 -0.2642 0.3676 -0.5114
H -27.405 -29.581 -17.737 0.0275 -0.2046 -0.0846
H -27.590 -24.479 -16.292 0.3238 -0.1135 0.0809
H -25.902 -25.251 -16.244 0.0145 0.3974 -0.1345
H -27.137 -25.789 -15.152 -0.3602 -0.2871 0.1521
C -27.468 -20.821 -8.111 0.9837 0.6728 0.7417
C -27.899 -22.104 -7.444 1.2497 0.2817 1.7793
C -28.889 -22.807 -8.262 -0.8718 -0.7120 -2.0666
N -29.355 -24.113 -7.720 -0.6716 -1.0734 0.4795
C -28.345 -25.199 -7.805 0.9301 0.0891 0.1330
C -30.627 -24.636 -8.440 -1.0807 1.5440 0.9065
C -31.272 -25.644 -7.449 0.6253 0.8533 0.6693
C -30.836 -25.106 -6.023 0.1554 -0.4004 -0.7450
C -29.876 -23.927 -6.284 0.1258 -0.6290 -0.3793
H -26.799 -21.038 -8.960 -0.3854 0.3896 0.1648
H -26.926 -20.244 -7.338 0.1895 -0.2583 -0.5907
H -28.277 -20.146 -8.353 -0.3790 -0.1321 -0.5263
H -28.373 -21.828 -6.464 0.6699 -0.4126 -0.7012
H -26.943 -22.693 -7.267 -1.2963 0.3644 0.0287
H -28.525 -23.000 -9.304 -0.1994 0.0713 0.7623
H -29.791 -22.190 -8.371 0.1864 -0.0881 0.0667
H -28.884 -26.133 -7.730 0.2071 -0.2257 0.3100
H -27.542 -25.115 -7.046 -0.7767 0.0543 -0.1779
H -27.839 -25.190 -8.770 -0.2571 0.1991 -0.1756
H -30.369 -25.024 -9.410 0.2260 -0.1498 -0.3074
H -31.254 -23.693 -8.573 0.5706 -1.3812 0.1241
H -30.850 -26.628 -7.563 0.3636 -0.3626 -0.2413
H -32.339 -25.838 -7.562 0.0179 0.7212 -0.1267
H -30.380 -25.937 -5.469 0.2042 0.4125 -0.1435
H -31.645 -24.777 -5.390 -0.4541 0.2027 -0.0585
H -29.038 -23.885 -5.562 -0.4736 0.1990 -0.5728
H -30.387 -22.969 -6.403 -0.1313 -0.1283 0.7271
C -15.073 -31.513 -14.158 -0.8745 1.2746 -1.0124
C -16.122 -31.627 -13.077 -0.5638 0.6144 -0.5264
C -16.214 -33.056 -12.848 0.7519 -2.5391 1.0613
N -17.151 -33.646 -11.805 -0.1322 0.1965 -0.4485
C -18.450 -32.935 -11.807 -0.3192 -0.1762 1.6317
C -16.537 -33.732 -10.452 -0.1246 -0.1490 -0.0618
C -17.366 -34.786 -9.771 -1.4788 -0.6319 1.5597
C -17.840 -35.813 -10.816 0.1421 1.2215 -1.3289
C -17.333 -35.092 -12.113 1.0675 -1.0183 0.8322
H -15.494 -31.950 -15.075 0.2176 0.1936 0.0668
H -14.180 -32.042 -13.955 1.0642 -0.3743 0.4004
H -14.860 -30.441 -14.312 0.2026 -0.4807 -0.1675
H -17.079 -31.396 -13.568 0.0627 0.7472 0.6043
H -15.857 -31.033 -12.214 -0.3490 0.3491 0.2878
H -15.245 -33.465 -12.552 0.0551 -0.0390 -0.1127
H -16.517 -33.520 -13.768 -0.1183 -0.2516 -0.4336
H -19.176 -33.515 -11.211 0.2757 0.1898 -0.2193
H -18.798 -32.827 -12.813 -0.0302 0.1535 -0.7065
H -18.299 -31.985 -11.289 -0.1100 0.1041 -0.3422
H -16.605 -32.737 -10.009 0.4936 -0.1825 0.1623
H -15.533 -34.142 -10.603 0.0721 0.6957 0.0978
H -18.287 -34.341 -9.366 0.2752 -0.0051 0.1384
H -16.892 -35.293 -8.926 0.2797 0.3354 -0.1510
H -18.928 -35.949 -10.766 0.3375 0.1373 0.0648
H -17.384 -36.795 -10.778 0.1414 0.0002 0.1823
H -17.860 -35.178 -13.033 -0.3939 -0.2402 -0.6863
H -16.285 -35.426 -12.220 -0.5560 -0.1375 -0.5009
C -19.818 -27.689 -17.579 0.4220 0.9896 0.1833
C -19.607 -26.213 -17.063 1.5973 -0.2143 -2.2899
C -19.834 -25.256 -18.230 -2.1411 0.3505 -0.6298
N -19.612 -23.754 -18.103 -0.3666 -1.7322 0.0091
C -18.159 -23.465 -17.952 -0.1724 -1.6988 -0.4757
C -20.305 -23.193 -16.953 -1.8381 0.5622 0.6551
C -21.843 -23.309 -17.263 1.1783 1.2898 0.1062
C -21.941 -23.164 -18.842 2.7124 -0.1475 1.5878
C -20.348 -23.139 -19.284 -1.3739 -0.0443 0.3934
H -18.820 -28.205 -17.636 -1.1532 0.2911 0.0402
H -20.275 -27.661 -18.593 0.1543 -0.3376 0.7777
H -20.487 -28.142 -16.837 0.2326 -0.3972 -0.5909
H -18.564 -26.089 -16.826 0.4849 -0.1220 0.8392
H -20.222 -25.982 -16.236 -0.6595 0.3179 0.8630
H -20.906 -25.338 -18.471 0.2312 0.0078 0.1373
H -19.364 -25.436 -19.192 0.6241 -0.8290 0.2278
H -17.898 -23.873 -16.943 -0.0001 1.1070 -0.6607
H -18.058 -22.417 -18.183 0.6617 0.2593 0.4873
H -17.618 -24.106 -18.676 -0.1849 0.6853 0.1396
H -20.011 -22.150 -16.999 -0.0428 0.3792 0.3933
H -19.988 -23.617 -15.988 0.0026 -0.0681 -0.4223
H -22.316 -22.466 -16.704 0.1186 -0.4495 -0.6223
H -22.256 -24.222 -16.844 -0.0195 -0.0871 -0.4215
H -22.470 -22.288 -19.146 -0.0134 0.6798 -0.2489
H -22.441 -24.013 -19.263 -0.1116 -0.5082 -0.2858
H -19.882 -22.152 -19.405 -0.5770 -0.1377 -0.2257
H -20.212 -23.772 -20.162 0.2827 0.3228 0.0431
Cl -19.196 -24.378 -13.635 -0.2566 0.3180 -0.1840
Cl -16.969 -28.544 -10.669 -0.2714 -0.1678 -0.1043
Cl -26.727 -27.223 -12.669 0.2001 0.1474 -0.1000
Cl -21.025 -34.595 -8.536 -0.0022 -0.0400 -0.0904
Cl -24.249 -30.710 -8.774 0.0376 0.0654 -0.3539
Cl -18.326 -33.296 -15.325 -0.2912 0.3043 -0.0011
Cl -23.621 -25.984 -16.704 -0.3082 -0.3047 0.1513
Cl -18.390 -23.503 -9.191 -0.1810 0.1480 -0.0058
Cl -19.479 -28.575 -6.015 0.1257 -0.3366 -0.0282
```
Forces are in eV/Å.